Below is a structure of composition C41H66Cl3GeKNO7P2S2Se at a distorted geometry, with properties calculated with the ωB97M-V functional and the def2-TZVPD basis.

Last column: Löwdin spin population.
CARTESIAN COORDINATES (ANGSTROEM)
1 K 11.22151 16.65670 10.51188  -0.0004
2 C 6.98191 9.92612 13.89183  0.0128
3 C 8.42350 10.19809 14.33777  0.0224
4 C 9.10828 8.82463 14.49710  0.0088
5 C 8.38680 10.87256 15.71104  0.0003
6 C 9.09615 11.12961 13.33114  0.1824
7 C 9.51314 12.43213 13.64395  -0.0136
8 C 10.18151 13.20093 12.70194  0.1739
9 Se 11.01360 14.85983 13.21276  0.0065
10 C 12.73578 14.18860 13.58588  0.0118
11 C 13.04602 13.34356 14.63281  0.0012
12 C 14.34855 12.88070 14.81050  -0.0004
13 C 15.30369 13.23760 13.86970  0.0005
14 C 14.95804 13.84114 12.69674  -0.0003
15 C 13.70359 14.54923 12.64802  0.0019
16 O 13.47177 15.49937 11.77290  0.0054
17 C 16.00178 13.94858 11.59503  0.0000
18 C 15.39380 14.14416 10.22810  0.0000
19 C 16.91713 12.68389 11.59144  0.0000
20 C 16.81193 15.20701 11.91078  -0.0001
21 C 14.72985 11.97831 16.00233  0.0000
22 C 14.08630 10.60300 15.78039  0.0000
23 C 16.30762 11.81850 16.07177  0.0000
24 C 14.20272 12.53748 17.33458  0.0000
25 C 10.36957 12.75018 11.35123  0.0649
26 O 10.98603 13.50374 10.53434  0.3558
27 C 9.83498 11.41998 11.03270  0.1390
28 C 9.28394 10.67484 12.04151  -0.0073
29 C 9.92115 10.85618 9.65022  0.0174
30 C 9.33002 9.41421 9.55901  -0.0007
31 C 11.42119 10.93131 9.25223  0.0108
32 C 9.22340 11.74296 8.63158  0.0087
33 H 6.46476 9.23662 14.53437  0.0021
34 H 6.39242 10.88142 13.82318  0.0004
35 H 6.92864 9.43517 12.89708  -0.0001
36 H 8.57079 8.23667 15.23765  0.0011
37 H 9.08353 8.26506 13.56634  0.0000
38 H 10.15847 8.94756 14.79800  0.0003
39 H 7.79845 10.28942 16.40493  -0.0002
40 H 9.39460 10.91740 16.17546  -0.0001
41 H 7.86154 11.84954 15.67948  0.0000
42 H 9.26219 12.81622 14.62142  -0.0042
43 H 12.25673 13.12687 15.36213  -0.0001
44 H 16.36970 13.09838 14.05628  0.0000
45 H 14.89806 13.23302 9.90119  0.0000
46 H 14.71364 14.98573 10.12353  -0.0001
47 H 16.22412 14.28088 9.55012  0.0000
48 H 16.34867 11.76744 11.38834  0.0000
49 H 17.62783 12.75252 10.76917  0.0000
50 H 17.48385 12.52665 12.51916  0.0000
51 H 16.19018 16.10679 11.92558  0.0000
52 H 17.32002 15.10705 12.88197  0.0000
53 H 17.58802 15.39048 11.12735  0.0000
54 H 14.20450 10.23958 14.75322  0.0000
55 H 14.60386 9.88451 16.42040  0.0000
56 H 13.05074 10.64241 16.04182  0.0000
57 H 16.73248 11.42630 15.16511  0.0000
58 H 16.78251 12.76954 16.24168  0.0000
59 H 16.58616 11.18423 16.90593  0.0000
60 H 13.10012 12.63504 17.30907  0.0000
61 H 14.43591 11.86256 18.14179  0.0000
62 H 14.70181 13.46798 17.53840  0.0000
63 H 8.96416 9.63108 11.79574  -0.0035
64 H 9.84090 8.73612 10.24062  -0.0001
65 H 8.28808 9.40789 9.75171  -0.0001
66 H 9.50382 9.03974 8.55092  -0.0001
67 H 11.98162 10.20743 9.82784  0.0003
68 H 11.55661 10.70107 8.20328  0.0011
69 H 11.77315 11.94100 9.45885  -0.0002
70 H 8.15026 11.80353 8.77885  0.0002
71 H 9.59522 12.76369 8.66187  0.0001
72 H 9.35333 11.39881 7.61356  0.0007
73 C 13.55648 21.43692 11.31627  0.0000
74 P 14.00086 19.75136 10.58420  0.0000
75 C 15.74118 19.61326 11.19804  0.0000
76 C 14.38678 20.37652 8.84822  0.0000
77 C 15.07899 19.36840 7.97329  0.0000
78 P 14.06751 17.99889 7.22628  0.0000
79 C 12.90468 19.18946 6.39200  0.0000
80 C 15.13328 17.63101 5.75004  0.0000
81 H 13.95005 21.59546 12.33032  0.0000
82 H 12.42991 21.43914 11.34461  0.0000
83 H 13.93230 22.27130 10.74430  0.0000
84 H 16.30336 20.51271 10.95600  0.0000
85 H 16.24980 18.77400 10.74054  0.0000
86 H 15.68239 19.44303 12.27915  0.0000
87 H 15.00679 21.29653 8.94878  0.0000
88 H 13.38619 20.63982 8.50130  0.0000
89 H 15.85958 18.81134 8.47036  0.0000
90 H 15.54945 19.86476 7.10674  0.0000
91 H 13.46338 19.91056 5.77225  0.0000
92 H 12.25711 19.71800 7.09981  0.0000
93 H 12.30082 18.59141 5.72532  0.0000
94 H 15.53967 18.57807 5.34105  0.0000
95 H 14.47267 17.19266 4.97889  0.0000
96 H 15.94081 16.94175 6.01005  0.0000
97 O 13.15638 17.64077 13.37664  0.0000
98 H 12.20659 17.90440 13.30631  0.0000
99 H 13.30568 16.95132 12.67667  0.0001
100 O 10.43362 19.30241 10.24905  0.0000
101 H 10.24605 19.60548 11.19149  0.0000
102 H 9.62799 19.48978 9.70957  0.0000
103 O 8.56849 16.51758 11.75135  0.0002
104 H 8.54431 17.32542 12.33496  0.0000
105 H 7.90653 15.93140 12.08286  0.0002
106 Cl 9.77153 15.85938 7.11462  0.0002
107 Ge 8.04859 16.51982 8.60086  0.0000
108 Cl 6.26687 15.31321 7.90635  0.0000
109 Cl 7.50966 18.63644 7.90988  0.0000
110 O 6.07645 21.58043 16.06143  0.0000
111 S 7.38133 20.99930 16.29856  0.0000
112 O 7.70218 20.53871 17.63020  0.0000
113 N 7.80226 19.77522 15.17912  0.0000
114 C 8.88124 20.08136 14.47519  0.0000
115 S 9.64761 19.17392 13.28613  0.0000
116 C 9.34718 21.50133 14.75228  0.0000
117 C 10.38335 22.24543 14.12439  0.0000
118 C 10.65101 23.53400 14.47328  0.0000
119 C 9.86720 24.19008 15.45334  0.0000
120 C 8.83261 23.52554 16.06757  0.0000
121 C 8.62019 22.16944 15.75074  0.0000
122 H 10.91458 21.71989 13.34452  0.0000
123 H 11.43517 24.07248 13.97644  0.0000
124 H 10.10838 25.26424 15.62660  0.0000
125 H 8.26168 23.98944 16.85500  0.0000

Frontier orbital gap (alpha / beta) in eV: 6.11 / 4.60
F_max in eV/Å: 2.3
Electronic energy in eV: -275420.510
2S+1: 2
Charge: -2
Relative energy (zero: lowest compared OMol25 entry of this formula, charge and spin) in kcal per mole: 0.68
⟨S²⟩: 0.7944